This record from OMol25 describes a 10-piece molecular cluster, C22H54N11O20 overall. The level of theory is ωB97M-V/def2-TZVPD.

```
107
Properties=species:S:1:pos:R:3:mulliken_charge:R:1
H -2.57779 -3.72635 -4.38513 0.4338
H -0.61166 -0.42317 -1.46375 -0.2569
O 2.52487 -3.37444 2.84691 -0.5924
C 0.88794 1.65354 -5.10292 -2.0706
H -4.57995 -0.35882 7.69840 0.2540
H -8.31165 2.51286 -1.68756 0.2947
H -4.20865 0.24434 -2.74529 0.3114
C 1.43953 4.63156 -8.19598 -0.6841
H -2.92861 -0.73729 7.14356 0.2260
O 4.19936 -1.50962 5.72581 -0.4987
O 1.68809 -2.33646 1.15055 -0.5101
H 1.94289 5.59326 -8.20817 0.2834
C -0.47936 2.21305 -3.15053 -1.8157
H -2.14133 -2.68139 -5.70108 0.3609
O 7.91326 -0.84875 3.76658 -0.5301
H -3.99364 -2.04551 7.74388 0.3274
N 0.41093 0.33551 7.16298 0.9283
H -6.21039 3.43280 7.90850 0.2907
H 1.65216 2.35970 -4.79090 0.5306
H 3.43543 -0.70030 1.37357 0.2169
H 2.34512 -2.96412 5.26853 0.1017
O 0.89661 1.14578 6.40463 -0.5283
N 1.40562 0.65275 -2.90052 0.8177
N -5.28030 2.38659 6.35853 0.8363
H 3.01860 -0.34994 -1.03950 0.3608
C -0.73073 -0.02655 -4.10332 -2.0697
C -2.27724 -2.70816 -4.61830 -0.8112
N 0.19794 -1.55352 -5.72898 -0.5364
C 1.08254 -1.69415 -3.50287 -2.4056
H 7.53744 0.77060 6.48145 0.3094
H -4.44441 3.20428 8.10379 0.2774
H -1.38696 2.35487 -3.73725 0.4425
H -1.49467 -0.03501 -3.33848 -0.3752
C 3.57949 -1.43833 2.15345 -0.6879
C 1.32513 -0.71501 -2.36596 2.0122
N 5.13168 -1.30363 -6.94743 0.9108
N 0.06440 4.85509 -7.66838 0.8901
H -2.89762 -0.30698 -1.67586 -0.0131
C -0.20639 -1.45573 -4.31741 2.3877
O 8.87888 0.94051 4.49429 -0.5287
H 2.55028 -3.75154 6.86160 0.2734
O -4.45978 1.48792 6.43379 -0.4988
O 5.79647 -2.22189 -7.38454 -0.5555
H 3.49610 -0.99150 3.14008 0.2717
H 4.04395 -0.56655 -5.30203 0.1953
H -4.28839 -2.17845 -4.87554 0.4897
C -7.42578 2.29231 -2.27491 -0.7488
O -3.17400 -1.71048 9.97873 -0.5402
C -3.88209 -0.53819 -2.07023 -1.0616
H 0.27603 -2.54910 -5.94030 0.3928
H 1.91406 -1.61178 -4.19244 -0.1606
C -3.72225 -1.00046 7.83577 -0.6320
O -0.64428 5.62192 -8.28811 -0.5408
H 1.94712 3.92962 -7.54474 0.2486
H 2.69530 -2.03322 -1.35088 0.3872
H 0.75494 -0.37699 -0.31773 0.5278
H 5.47917 -1.55868 -4.90206 0.2965
H 1.26921 0.87766 -5.75809 0.3096
N -3.21163 -0.77009 9.21457 0.9159
C 0.46700 0.61374 8.62247 -0.6108
C -3.87686 -1.90101 -2.77197 -0.3361
H 6.23008 -0.01758 5.54637 0.2104
O -6.12586 2.49559 5.49784 -0.5073
O -6.60394 0.86499 -0.65902 -0.5087
H -7.61279 1.47164 -2.96077 0.2918
C 2.71461 -1.04774 -1.80746 -1.5360
H -1.23812 0.26987 -5.01893 1.0577
H 1.06948 -2.70149 -3.09944 0.6495
H -3.30472 -0.79439 -4.55400 0.2599
O -1.09280 -2.48281 -3.88021 -0.4620
H -0.57742 -1.24172 -6.31054 0.4119
H 1.34092 4.23540 -9.20181 0.2908
O -5.33420 2.49328 -1.29367 -0.4988
H -0.55754 0.64618 8.98095 0.1869
C 0.30088 1.06291 -3.81500 1.7704
N -6.36352 1.84948 -1.33005 0.8721
H 0.18584 -1.90934 -0.98704 0.3148
H 1.01911 -0.19709 9.08951 0.2821
H -4.91064 -2.23449 -2.75207 0.3804
H 0.96525 1.56336 8.77457 0.3064
N 3.52375 -1.91363 6.65391 0.9392
C 0.34621 -0.85834 -1.19443 -1.3286
N 2.50742 -2.46554 2.03714 0.9571
H 1.48152 -2.32523 6.69965 0.1272
H -5.07299 4.38877 6.91531 0.2860
O 1.79090 1.53809 -2.06293 -0.7187
H 3.99630 -2.33820 -5.53134 0.2624
O -0.25414 4.25736 -6.65863 -0.5106
H 4.53279 -1.94630 2.04180 0.3250
H -0.77990 1.94900 -2.14447 0.3872
H -4.57478 -0.56265 -1.23784 0.4511
O 3.70881 -1.63394 7.82263 -0.5765
C -3.46732 -1.82497 -4.25485 -0.6609
H 3.43198 -1.10429 -2.62303 0.1252
C 2.38209 -2.81346 6.34111 -0.3242
O -0.12816 -0.70679 6.82180 -0.5647
H -7.07291 3.17160 -2.80023 0.3055
C 7.27382 -0.06132 5.83955 -0.5798
H 0.07851 3.13772 -3.16919 0.3438
H -3.28395 -2.61909 -2.21629 0.3131
C 4.61976 -1.44949 -5.55667 -0.5725
O 4.85376 -0.28523 -7.54965 -0.5282
C -5.24504 3.43891 7.41184 -0.6917
H 7.49621 -1.01053 6.31648 0.2514
N 8.09290 0.01988 4.59877 0.8686
O -2.85992 0.36650 9.49054 -0.5578
H 0.10219 2.23213 -5.56819 0.3854
```

Results
Total charge ... 0
Expectation value of S² ... 0.75
E_HOMO (alpha / beta) ... -8.04 / -9.27 eV
Multiplicity ... 2
Orbital gap (alpha / beta) ... 7.8 / 9.1 eV



This record from OMol25 describes a 7-piece molecular cluster, C22H54O10S overall. The level of theory is ωB97M-V/def2-TZVPD.

```
87
Properties=species:S:1:pos:R:3:mulliken_charge:R:1
H -4.11362 2.91683 -2.69191 0.2984
H -1.70592 7.44872 -2.22549 0.2831
C -0.79136 1.19735 2.00579 1.2607
H -1.55437 -4.59133 6.90164 0.2885
C -0.58783 2.47199 2.83629 -1.8976
C -2.12008 0.52029 2.39248 -1.5624
H 0.51817 -5.15069 -3.14595 0.2114
H 5.22516 -1.87840 -0.09351 0.3480
H -2.16102 4.91269 -1.42707 0.2565
O -3.92361 2.98210 -0.67896 -0.4759
H -1.43214 -1.43124 -5.71032 0.3150
C -0.26589 -5.40744 -2.42341 -0.2015
O 0.09781 0.69007 -0.18528 -0.1955
O 3.31782 1.71483 0.26928 -0.4965
H 4.50456 -1.10246 1.31322 0.2555
C -0.85825 -0.77181 4.25112 -1.4379
C -3.84244 3.65212 -1.93650 -0.5661
H -4.12533 -0.29468 3.59417 0.4842
H -3.75740 -1.99745 3.73724 0.2620
C 0.75899 6.68676 -1.90012 -0.7793
C 6.65713 -1.01816 1.27582 -0.4302
H -0.16894 -1.85795 -4.55231 0.1144
C -2.02068 -0.75916 3.24692 1.1450
H 0.32253 -1.07513 -7.47549 0.3237
H 0.61773 5.62365 -2.09798 0.0743
C 1.53932 0.21156 -2.03872 0.0649
H 0.38369 -2.72629 -6.84261 0.3430
O 6.85876 -2.18728 2.07020 -0.5232
H -0.39477 0.64531 -5.83584 0.2504
H 7.46615 -0.93459 0.54130 0.2804
C 0.08832 7.52074 -2.97700 -0.3486
H -0.26121 -1.65909 4.09088 0.1838
C 2.67102 1.61152 -0.74875 0.7117
H -0.14668 -6.54310 6.21337 0.3410
H -1.72097 3.37738 -2.16564 -0.2375
H -0.14153 -5.94585 4.54437 0.2752
H 1.29675 0.28251 -3.08542 0.2939
H -2.53694 -4.23325 4.82788 0.2328
H 5.15483 -0.11443 0.00135 0.1575
C -3.37994 -1.00414 3.93940 -1.5117
H -1.23011 -0.86426 5.26442 0.4189
S 1.40408 -1.43921 -1.34695 -0.3166
H 6.73297 -0.17244 1.95681 0.3004
O -1.30738 7.24189 -3.07418 -0.4876
H -1.77836 1.48272 0.08916 0.2792
H 0.32493 6.90050 -0.92011 0.3048
H -2.38250 4.68536 -3.16418 0.4595
C 0.34778 -5.75246 -1.07848 -0.8768
H 0.51145 7.29385 -3.95386 0.2827
H -1.52536 3.00976 2.92587 0.4158
O 1.51783 2.29222 -1.06900 -0.3365
C -0.98914 -4.56488 5.96376 -0.2774
H 1.57054 -1.51974 -6.31527 0.2801
H -0.82075 -6.25639 -2.81958 0.3237
H 6.80724 -2.94789 1.48714 0.2915
H 0.11192 3.14829 2.35709 0.4743
H -0.43181 -6.01548 -0.36370 0.2541
O -0.19373 0.09940 -5.07193 -0.4442
H -0.05645 -4.03396 6.14748 0.2768
C -0.78619 1.57620 0.52192 -1.4838
H 1.04154 -6.59021 -1.16536 0.3300
H -0.20490 2.25969 3.82754 0.3605
H -0.71724 -3.57182 -1.98651 0.2689
H -3.70297 3.61821 0.00601 0.2769
H -1.89279 -1.59410 2.56839 0.2204
H 1.82873 6.89334 -1.85184 0.3915
C 0.52584 -1.67601 -6.58602 -1.0736
O 2.86304 0.69505 -1.75299 -0.3053
H 0.89155 -4.89637 -0.67137 0.2068
H -4.58028 4.46066 -1.96935 0.3327
C -0.38400 -1.26870 -5.44257 -0.0383
H -2.73245 1.23737 2.93233 0.4386
C -0.71099 -5.97392 5.47343 -1.0710
H -0.14340 1.58395 -2.02660 0.1808
H 0.04759 0.53899 2.18247 0.6539
O -1.70039 -3.79355 4.99900 -0.3699
O -1.19531 -4.33378 -2.32451 -0.4977
H -0.48456 2.60672 0.37591 0.4174
C -2.44774 4.19104 -2.19560 -0.3095
H -3.30662 -0.86153 5.00977 0.2956
H -2.68752 0.26850 1.50366 0.4083
H -1.64494 -6.50398 5.27247 0.3318
C 0.60549 1.22308 -1.32956 -0.1155
H 2.12677 -2.13711 -2.23150 0.1640
C 5.30884 -1.02231 0.58198 -0.6817
H 0.23732 8.58819 -2.78306 0.2850
H -0.23537 0.11262 4.23306 0.3691
```

Results
Total charge ... 0
Energy relative to the best compared isomer or geometry (same formula, charge and spin) ... 0.0 kcal per mole
E_HOMO ... -9.73 eV
SMILES ... CC(C)C[C@H](C)CO[C@H]1OC(=O)O[C@H]1S.CCO.CCO.CCO.CCO.CCO.CCO
Orbital gap ... 10.1 eV



This record from OMol25 describes C22H55B3BrNO16P4 as an isolated structure. The level of theory is ωB97M-V/def2-TZVPD.

```
102
Properties=species:S:1:pos:R:3:mulliken_charge:R:1
H -1.24806 -4.25232 7.60500 0.3093
O 4.36620 4.63950 -3.26207 -0.8205
C -1.61939 1.44941 1.75991 -1.0269
O -3.05260 -3.60630 4.00883 -0.4339
C -1.10053 -3.29947 -2.10552 -0.1486
H 1.67614 -3.44763 3.04144 0.3104
H 0.69712 -3.09533 -0.89689 0.1617
C 0.45576 -3.22953 -1.95907 -1.1512
H 8.14901 4.93539 -2.39076 0.3094
H -3.61137 -3.91356 8.20154 0.4064
C 5.45047 5.86861 1.23091 -1.0108
H -2.36032 -6.14835 4.42869 0.2806
C -2.82736 -4.60561 2.99944 0.2511
H -3.43908 1.03032 0.72045 0.3390
H 0.01287 -2.33192 1.61277 -0.0916
H -1.29526 -3.69525 -3.12721 0.3438
C -1.84613 -3.56214 7.00895 -0.3712
C -2.17504 2.09500 -4.48855 -1.1702
H 0.80946 -2.40455 -2.58949 0.3396
O -0.98552 -1.41307 4.98525 -0.7839
H -2.44138 -4.17940 2.07766 -0.0684
C -1.64452 5.00623 -0.70652 -1.2966
H 1.41494 -2.29081 4.33124 0.3268
P 4.66869 5.45132 -2.03554 1.1982
H 5.50414 4.81723 0.95210 0.2157
H -1.66969 6.08043 -0.89867 0.4599
B -2.23718 -6.46712 -1.41362 0.5285
B -1.77674 -4.33548 -1.13619 0.4265
C -1.95537 -5.73383 3.50416 -1.0667
O -0.90924 0.54367 -2.07208 -0.6882
C -5.10517 -3.07609 -2.24951 0.0057
C 7.50613 6.98352 -2.42177 -0.9742
H -5.36801 -2.47370 -1.36404 0.3680
P -1.88744 -2.54637 4.56343 1.3512
H -0.12590 1.53974 -4.04233 0.3272
H 7.70822 7.20791 -1.37413 0.2035
C -0.22718 4.49457 -0.82801 0.1015
H 6.96752 5.28768 -3.65110 0.3046
H -2.43798 -6.54368 -4.73720 0.3466
C 1.39245 -2.41391 3.24782 -1.3523
H -2.03628 4.81727 0.29398 0.2735
H 0.18846 4.67113 -1.81798 0.2766
C 2.89980 3.54523 -1.32082 0.0424
H -4.71985 -4.94367 -3.12342 0.2228
H -0.26176 -1.07996 2.80818 0.0960
H -3.52975 -4.88474 6.71749 0.2043
C 3.53116 2.16850 -1.36720 -1.3298
B -3.86919 -5.00526 -1.12988 -0.0483
H 3.40235 6.19622 0.59279 0.0594
O -0.88808 2.82149 -2.58014 -0.3406
H -2.11516 1.76054 -5.52546 0.4025
O -0.94232 -2.99567 3.28408 -0.6279
C 7.24384 5.50069 -2.61432 -0.3640
O -0.09160 3.12240 -0.44502 -0.3260
H -2.09923 0.00073 0.21543 0.1115
H -0.94116 -5.40027 3.71594 0.2159
H 2.12560 3.55684 -0.55658 0.0219
O -1.39880 -3.68639 5.66008 -0.2551
H 4.36462 2.13539 -2.06998 0.3368
H 2.41672 3.80346 -2.26355 0.3703
O -1.25254 -5.62607 -0.86339 -0.2178
C -0.79595 2.39161 -3.93655 -0.4128
C -2.36783 1.01918 0.51457 -0.1953
O 4.70847 6.70321 -0.95478 -0.3564
O -1.67690 -6.54583 -4.13982 -0.4783
H -1.59207 -2.31726 -2.07469 0.2279
C 4.39770 6.60915 0.43763 0.0686
H -2.80031 2.98891 -4.44495 0.3082
H 0.88593 -4.17451 -2.31573 0.3144
H -0.53625 1.38063 1.61810 0.2357
O -3.02655 -4.07609 -0.50645 -0.1518
H -1.89000 0.82421 2.61304 0.4138
H -0.35030 3.21553 -4.50005 0.3688
H 4.35134 7.64015 0.79761 0.3566
P -2.00044 -7.65974 -2.91949 -0.1130
H 2.13865 -1.75145 2.80513 0.4172
H 3.93387 1.90417 -0.38741 0.3337
Br -0.15378 -8.89082 -2.65356 -0.2457
H -4.97632 -1.48667 -3.19406 0.2848
H 2.79815 1.41221 -1.65982 0.3620
H -6.00610 -5.05171 -1.89011 0.4571
H -1.90252 -6.52591 2.75451 0.4066
N -4.87448 -2.49324 -3.34192 -0.6294
H -1.84924 2.48884 1.99510 0.2560
H -2.68127 1.32656 -3.90260 0.2187
P -0.65155 1.80999 -1.30021 1.2036
H -2.31390 4.51996 -1.41435 0.2277
H 6.43663 6.30184 1.05751 0.2489
C -3.31799 -3.90697 7.15058 -0.9918
C -5.03391 -4.59413 -2.11820 -0.6309
O -2.13146 1.91798 -0.57055 -0.3825
H 5.22220 5.92564 2.29676 0.4219
O -3.51571 -6.35539 -0.84320 -0.2205
H -1.64836 -2.55029 7.37569 0.2914
O 3.87142 4.51868 -0.94339 -0.3443
O 6.22885 5.02082 -1.73246 -0.2911
H 0.40653 5.05598 -0.13506 0.2926
H 8.35791 7.30384 -3.02366 0.4043
H 6.63709 7.57856 -2.71697 0.2814
C 0.01432 -2.12658 2.68798 0.4677
H -3.94498 -3.17955 6.62609 0.2975
H -3.81039 -5.01453 2.75023 0.3925
```

Results
Total charge ... 0
E_HOMO ... -8.75 eV
Orbital gap ... 7.4 eV



This record from OMol25 describes a 5-piece molecular cluster, C22H56IN4O11PS overall. The level of theory is ωB97M-V/def2-TZVPD.

```
96
Properties=species:S:1:pos:R:3:mulliken_charge:R:1
H -8.35568 6.14475 3.81990 0.2399
O -3.33236 -4.97866 -1.44430 -0.5327
I -1.90243 -1.73519 0.25592 -0.1339
H -3.78786 -0.05047 5.33425 0.2698
N -4.28582 -0.34913 4.49926 -0.4720
H 9.42474 1.45850 -8.63364 0.2724
H 8.18202 -1.08984 -3.28272 0.2241
C 6.15398 -1.27768 -1.12952 -0.8203
O -2.70296 -2.96909 3.30766 -0.4921
H -8.32572 5.04543 1.16842 0.2853
H 8.02530 3.29322 -8.24266 0.4009
O 6.09817 -2.62688 -1.55316 -0.3305
O -2.32041 -7.13767 -0.89799 -0.5535
H 10.80084 3.13604 -5.04369 0.2843
C 8.87873 3.11888 -7.58050 0.3783
H -7.54442 -0.75273 3.65747 0.3605
H 2.97696 -3.37323 1.22847 0.2577
H -6.14515 -0.43774 2.62350 0.2799
O -9.60792 4.59156 3.24177 -0.2950
H -8.73482 4.93530 5.04621 0.2365
H 8.83977 5.05468 -6.59403 0.3429
H 4.62613 -0.41726 -3.16933 0.2718
C -9.74942 7.32489 1.56395 -1.3954
C -10.64075 5.07140 2.40126 -0.7293
H -7.28904 1.15386 5.21691 0.3824
H -6.26696 -1.95935 3.48836 0.2979
H 7.80364 -3.13561 -2.63431 0.2564
C -1.89771 -4.85238 1.67121 0.4849
N -9.05148 5.25645 0.48835 -0.7149
O -1.59803 -5.15640 0.34856 -0.1529
H 8.04126 -2.94305 -0.87498 0.3539
H 0.24026 -6.83214 3.17472 0.3301
H -5.79820 1.33771 6.13819 0.3581
C -10.15739 5.90073 1.20216 0.3589
H -7.53056 2.19508 3.28242 0.2950
H 1.09093 -4.52167 2.76955 0.2645
H -5.93279 -0.94813 5.61843 0.3659
H 7.69247 3.02861 -5.74555 0.3972
O -3.80122 -5.98450 0.76371 -0.3582
S -2.80801 -5.87284 -0.47338 1.0709
C -6.46083 2.35182 3.11887 -0.5967
H -11.00179 5.96900 0.50972 0.4103
H 9.23417 3.37590 -4.21360 0.3261
H 9.62902 5.05276 -8.17313 0.3517
H 3.80623 -6.24617 0.61777 0.3431
C 7.34943 -3.28173 -1.65164 -0.7546
O 2.19484 -6.00754 1.79051 -0.4356
H -6.30627 3.38743 2.81658 0.2291
H 5.16116 -1.06108 -0.72510 0.3694
C 1.00188 -5.26514 1.97145 -0.3153
C -6.19494 1.10878 5.14504 -0.6433
H 0.78458 -4.72186 1.04288 0.4405
H -9.35254 4.34643 0.15101 0.2793
H 7.70664 1.55265 -6.70445 0.3451
O -1.36100 -5.73728 2.60755 -0.3425
H 10.29177 2.02143 -3.77222 0.2802
H -3.94929 -4.08188 1.45750 0.3764
H -11.13708 4.17716 2.01464 0.3209
H 10.57504 2.02204 -7.66727 0.3253
C -3.44187 -5.00106 1.75797 -0.4809
H 8.56686 -0.18948 -1.81001 0.3898
H -9.96515 6.13318 4.59727 0.3481
O -5.71231 2.13609 4.30302 -0.4098
H -0.13946 -7.01891 1.47626 0.2922
P -1.45511 -3.10690 2.25513 0.0365
C -0.07907 -6.28913 2.28545 -0.5298
H 5.71682 -1.46392 -3.70852 0.3015
H -11.38531 5.62284 2.98994 0.3900
H -8.78654 7.35560 2.07368 0.2701
H 4.54194 -3.93511 0.54867 0.1786
H -4.07455 0.37465 3.81577 0.2699
N 5.60526 -0.49241 -3.43062 -0.7162
C 3.03098 -5.49314 0.76807 -0.3066
N 9.85946 2.32296 -8.32376 -0.7422
C 6.44216 -0.26628 -2.24884 0.5042
C 3.70336 -4.18779 1.19519 -0.7919
H 4.04926 -4.33309 2.22060 0.3027
C -5.72860 -0.30156 4.75991 0.1506
H 10.46563 4.38485 -6.78366 0.2733
H -2.65289 -2.12111 3.77764 0.3375
H 6.19055 0.72137 -1.85017 0.3648
C -9.15041 5.50976 4.21845 -0.6997
H 2.49074 -5.38730 -0.17861 0.2903
O 9.32284 1.76918 -5.54053 -0.3868
C -6.46592 -0.89009 3.56181 -1.3590
H -6.10931 1.71249 2.30535 0.2509
H -9.65463 7.92707 0.66081 0.3476
C 9.93718 2.63317 -4.60219 -0.7531
H 7.17183 -4.34910 -1.51996 0.2552
H 8.09533 0.66003 -3.28301 0.1453
H 6.86858 -1.16781 -0.30311 0.4329
C 8.33356 2.37567 -6.35191 -0.6952
H -10.49376 7.79712 2.20831 0.3512
C 9.48854 4.47894 -7.25737 -1.3984
C 7.90470 -0.22646 -2.67836 -1.2401
H -3.76978 -5.30246 2.74436 0.3773
```

Results
Total charge ... 0
E_HOMO ... -8.98 eV
SMILES ... CCOCCO[C@]1(P(O)I)COS(=O)(=O)O1.COC[C@@H](C)N.COC[C@@H](C)N.COC[C@@H](C)N.COC[C@@H](C)N
Orbital gap ... 9.2 eV